# 1
ORCA calculation (ωB97M-V with the def2-TZVPD basis set) on a cluster of 2 separate species, C4H15N5 in total in a non-equilibrium geometry.

Geometry as ORCA input:
```
! wB97M-V def2-TZVPD RIJCOSX def2/J DEFGRID3
* xyz 0 1
C 1.819 -0.060 -0.031
C 2.222 1.082 0.842
N 0.410 0.579 -1.376
H 0.641 0.424 -2.352
H 0.176 1.556 -1.222
H 2.457 -0.188 -0.897
H 1.677 -1.011 0.466
H 2.230 2.031 0.306
H 3.250 0.902 1.182
H 1.603 1.166 1.732
C -1.093 0.607 1.389
N -0.558 -0.418 0.525
C -0.806 -0.388 -1.057
N -0.562 -1.704 1.071
N -2.069 0.323 -1.239
N -0.725 -1.594 -1.639
H -1.285 -1.754 1.796
H -0.820 -2.337 0.291
H -2.298 0.249 -2.226
H -2.798 -0.200 -0.761
H 0.241 -1.918 -1.663
H -0.694 0.517 2.404
H -0.832 1.590 1.001
H -2.188 0.544 1.456
*
```

Results
**Energy**: -434.991511 a.u.
**Strongest force on any atom**: 1.75 eV Å⁻¹
**ΔE to the lowest compared entry with this formula, charge and spin**: 111.0 kcal per mole
**LUMO**: 0.0143 Eh
**HOMO-LUMO gap**: 7.322 eV

And the Mulliken charges, in e, turn out to be: -0.035 -1.018 -0.510 0.351 0.255 0.355 0.257 0.295 0.374 0.229 -1.186 0.424 0.511 -0.918 -0.609 -1.134 0.229 0.324 0.317 0.261 0.198 0.331 0.359 0.339



# 2
ORCA calculation (ωB97M-V with the def2-TZVPD basis set) on a cluster of 2 separate species, C4H15N6O in total in a non-equilibrium geometry.

Geometry as ORCA input:
```
! wB97M-V def2-TZVPD RIJCOSX def2/J DEFGRID3
* xyz 1 1
C -0.262 -0.449 -0.364
C 0.462 0.692 0.404
C 1.384 1.699 -0.262
C -2.626 -0.231 -0.469
N 1.117 0.025 1.429
N -0.656 1.715 0.806
N 2.944 -1.776 -0.550
N 2.457 1.137 -0.624
N -2.668 -0.091 0.789
N -3.651 -0.308 -1.323
O -1.415 -0.183 -1.106
H 0.577 -0.971 -1.044
H -0.540 -1.204 0.436
H 1.751 0.438 1.986
H 0.620 -0.733 1.880
H -0.823 2.450 0.101
H -0.461 2.111 1.761
H 2.104 -2.236 -0.165
H 3.654 -1.767 0.202
H 2.576 0.156 -0.530
H 3.349 1.707 -0.989
H -3.538 -0.099 1.307
H -1.492 1.024 0.983
H 3.252 -2.417 -1.312
H -4.673 -0.266 -1.013
H -3.441 -0.422 -2.331
*
```

Results
**Energy**: -564.887167 a.u.
**Strongest force on any atom**: 4.42 eV Å⁻¹
**ΔE to the lowest compared entry with this formula, charge and spin**: 15.5 kcal per mole
**LUMO**: -0.0862 Eh
**HOMO-LUMO gap**: 9.392 eV

And the Mulliken charges, in e, turn out to be: -0.606 0.950 -1.133 0.683 -0.457 -0.250 -0.835 0.028 -0.712 -0.414 -0.419 0.155 0.467 0.163 0.195 0.385 0.380 0.247 0.249 0.298 0.331 0.164 0.411 0.227 0.251 0.242



# 3
ORCA calculation (ωB97M-V with the def2-TZVPD basis set) on the ion C4H15N7 with charge +2 in a non-equilibrium geometry.

Geometry as ORCA input:
```
! wB97M-V def2-TZVPD RIJCOSX def2/J DEFGRID3
* xyz 2 1
C -0.192 -1.634 -1.180
C -0.801 -2.542 -0.106
N -0.385 -1.976 1.204
N -0.707 -0.616 1.406
C -0.105 0.283 0.364
C -0.497 -0.178 -1.091
N 1.395 0.306 0.424
N 1.911 1.333 -0.349
N 1.552 2.603 -0.028
N 0.029 2.668 -0.102
N -0.588 1.617 0.621
H -0.486 -2.120 -2.161
H 0.952 -1.749 -1.126
H -1.936 -2.617 -0.183
H -0.411 -3.543 -0.140
H -0.837 -2.346 2.037
H 0.652 -1.895 1.174
H -1.700 -0.489 1.603
H -0.007 0.334 -1.847
H -1.507 -0.075 -1.233
H 1.808 0.408 1.373
H 1.987 1.049 -1.400
H 2.066 3.047 0.801
H -0.415 2.705 -1.106
H -0.194 3.656 0.320
H -1.584 1.768 0.724
*
```

Results
**Energy**: -543.877498 a.u.
**Strongest force on any atom**: 3.57 eV Å⁻¹
**ΔE to the lowest compared entry with this formula, charge and spin**: 10.9 kcal per mole
**SMILES string**: C1C[NH2+]N[C@]2(C1)NNN[NH2+]N2
**LUMO**: -0.2430 Eh
**HOMO-LUMO gap**: 10.909 eV

And the Mulliken charges, in e, turn out to be: -0.532 -0.669 0.191 -0.571 0.264 -1.002 -0.106 -0.346 -0.329 0.006 -0.441 0.392 0.305 0.317 0.422 0.342 0.470 0.318 0.461 0.448 0.304 0.333 0.337 0.394 0.423 0.271



# 4
ORCA calculation (ωB97M-V with the def2-TZVPD basis set) on a cluster of 3 separate species, C4H15NO2 in total.

Geometry as ORCA input:
```
! wB97M-V def2-TZVPD RIJCOSX def2/J DEFGRID3
* xyz 0 1
C -0.941 -0.769 2.223
C -1.482 0.148 1.141
N -0.496 0.301 0.084
C -0.588 1.484 -0.738
C 0.507 1.541 -1.777
H -0.101 -0.375 2.789
H -1.702 -0.912 2.996
H -0.701 -1.736 1.767
H -1.850 1.098 1.528
H -2.350 -0.392 0.772
H 0.405 0.335 0.543
H -0.536 2.413 -0.181
H -1.517 1.521 -1.299
H 0.594 0.605 -2.314
H 1.468 1.825 -1.343
H 0.220 2.345 -2.454
O 2.891 -0.720 0.071
H 3.579 -1.393 0.026
H 2.105 -1.104 -0.332
O 0.495 -2.198 -1.020
H 0.074 -1.329 -0.864
H -0.074 -2.688 -1.617
*
```

Results
**Energy**: -366.628430 a.u.
**Strongest force on any atom**: 0.68 eV Å⁻¹
**ΔE to the lowest compared entry with this formula, charge and spin**: 14.3 kcal per mole
**SMILES string**: CCNCC.O.O
**LUMO**: 0.0328 Eh
**HOMO-LUMO gap**: 10.309 eV

And the Mulliken charges, in e, turn out to be: -1.200 -0.473 -0.128 -0.571 -1.205 0.379 0.364 0.266 0.360 0.264 0.163 0.372 0.396 0.263 0.314 0.391 -0.625 0.298 0.367 -0.711 0.412 0.304



# 5
ORCA calculation (ωB97M-V with the def2-TZVPD basis set) on a cluster of 3 separate species, C4H15NO2 in total in a non-equilibrium geometry.

Geometry as ORCA input:
```
! wB97M-V def2-TZVPD RIJCOSX def2/J DEFGRID3
* xyz 0 1
C 0.809 -1.688 0.997
C -0.172 -1.516 -0.175
N -0.777 -0.187 -0.203
C -2.011 -0.190 -0.993
C 0.162 0.848 -0.640
H 0.284 -2.188 1.809
H 1.073 -0.705 1.381
H 1.672 -2.308 0.768
H 0.335 -1.691 -1.140
H -0.989 -2.243 -0.084
H -1.881 -0.741 -1.937
H -2.788 -0.680 -0.412
H -2.236 0.830 -1.294
H 0.574 0.660 -1.641
H 1.016 0.863 0.016
H -0.397 1.774 -0.711
O 3.335 1.576 -0.100
H 4.180 1.736 0.333
H 3.465 1.862 -1.019
O -2.265 1.253 1.679
H -1.833 1.952 2.176
H -1.555 0.782 1.191
*
```

Results
**Energy**: -366.608014 a.u.
**Strongest force on any atom**: 1.03 eV Å⁻¹
**ΔE to the lowest compared entry with this formula, charge and spin**: 27.1 kcal per mole
**SMILES string**: CCN(C)C.O.O
**LUMO**: 0.0219 Eh
**HOMO-LUMO gap**: 9.314 eV

And the Mulliken charges, in e, turn out to be: -1.116 -0.530 -0.053 -1.047 -1.111 0.310 0.304 0.293 0.351 0.407 0.413 0.317 0.319 0.375 0.339 0.363 -0.600 0.294 0.299 -0.689 0.292 0.470



# 6
ORCA calculation (ωB97M-V with the def2-TZVPD basis set) on a cluster of 3 separate species, C4H15NO2 in total in a non-equilibrium geometry.

Geometry as ORCA input:
```
! wB97M-V def2-TZVPD RIJCOSX def2/J DEFGRID3
* xyz 0 1
C -0.327 0.879 0.815
C 0.942 0.690 1.659
C 1.453 1.979 2.338
C 0.847 -0.474 2.692
N 0.582 -1.747 2.036
H -0.757 1.878 0.927
H -1.113 0.227 1.193
H -0.111 0.664 -0.226
H 1.700 0.414 0.913
H 2.108 1.698 3.165
H 1.912 2.736 1.715
H 0.584 2.373 2.889
H 0.035 -0.256 3.382
H 1.846 -0.506 3.124
H -0.352 -1.876 1.742
H 1.318 -2.139 1.466
O -2.170 1.515 -3.199
H -1.487 1.652 -3.842
H -2.934 1.196 -3.667
O -0.720 -2.710 -4.753
H -1.349 -2.454 -4.040
H 0.134 -2.252 -4.640
*
```

Results
**Energy**: -366.603367 a.u.
**Strongest force on any atom**: 2.34 eV Å⁻¹
**ΔE to the lowest compared entry with this formula, charge and spin**: 30.0 kcal per mole
**SMILES string**: CC(C)CN.O.O
**LUMO**: 0.0166 Eh
**HOMO-LUMO gap**: 9.110 eV

And the Mulliken charges, in e, turn out to be: -1.198 0.895 -1.497 -1.036 -0.483 0.324 0.282 0.265 0.189 0.372 0.344 0.369 0.368 0.408 0.203 0.193 -0.622 0.313 0.311 -0.648 0.327 0.321



# 7
ORCA calculation (ωB97M-V with the def2-TZVPD basis set) on a cluster of 3 separate species, C4H15NO2 in total in a non-equilibrium geometry.

Geometry as ORCA input:
```
! wB97M-V def2-TZVPD RIJCOSX def2/J DEFGRID3
* xyz 0 1
C 0.388 1.971 -1.505
C 1.140 1.782 -0.181
C 0.657 0.604 0.677
N 1.289 -0.675 0.435
C 0.774 -1.532 -0.597
H 0.362 2.994 -1.867
H 0.860 1.364 -2.286
H -0.646 1.626 -1.541
H 2.219 1.763 -0.323
H 0.879 2.676 0.368
H 0.837 0.871 1.720
H -0.423 0.565 0.533
H 2.281 -0.493 0.458
H -0.230 -1.847 -0.294
H 0.718 -1.089 -1.598
H 1.325 -2.460 -0.631
O 3.191 -3.812 3.425
H 2.938 -4.594 2.923
H 2.719 -3.096 3.004
O -6.859 1.425 -0.771
H -7.337 0.755 -0.269
H -7.081 1.201 -1.679
*
```

Results
**Energy**: -366.598357 a.u.
**Strongest force on any atom**: 1.51 eV Å⁻¹
**ΔE to the lowest compared entry with this formula, charge and spin**: 33.1 kcal per mole
**SMILES string**: CCCNC.O.O
**LUMO**: 0.0313 Eh
**HOMO-LUMO gap**: 9.378 eV

And the Mulliken charges, in e, turn out to be: -1.183 -0.209 -0.818 -0.235 -0.827 0.343 0.264 0.329 0.256 0.300 0.302 0.375 0.247 0.281 0.240 0.337 -0.647 0.316 0.329 -0.640 0.321 0.319



# 8
ORCA calculation (ωB97M-V with the def2-TZVPD basis set) on a structure of composition C4H15NO2S in a non-equilibrium geometry.

Geometry as ORCA input:
```
! wB97M-V def2-TZVPD RIJCOSX def2/J DEFGRID3
* xyz 0 1
C -0.424 0.299 -1.750
C 1.064 0.473 -1.716
C 1.631 1.128 -0.436
S 0.966 0.875 1.552
C 2.554 0.326 2.268
N -0.884 -0.926 -1.011
H -0.940 1.068 -1.139
H -0.901 0.286 -2.736
H 1.593 -0.454 -1.953
H 1.385 1.212 -2.453
H 1.743 0.210 0.341
H 2.117 2.066 -0.697
H 3.215 1.194 2.176
H 3.084 -0.533 1.864
H 2.429 0.260 3.333
H -0.555 -1.757 -1.485
H -1.899 -0.920 -1.026
H -4.694 -1.229 -0.193
H -3.460 -0.685 0.598
O -3.730 -1.207 -0.170
H -1.432 -0.839 0.839
H -1.046 -0.183 2.072
O -1.816 -0.662 1.725
*
```

Results
**Energy**: -764.675185 a.u.
**Strongest force on any atom**: 4.36 eV Å⁻¹
**ΔE to the lowest compared entry with this formula, charge and spin**: 92.3 kcal per mole
**LUMO**: 0.0228 Eh
**HOMO-LUMO gap**: 8.898 eV

And the Mulliken charges, in e, turn out to be: -0.446 -0.528 -0.520 -0.235 -0.918 -0.568 0.323 0.400 0.312 0.317 0.104 0.378 0.302 0.355 0.334 0.161 0.281 0.296 0.339 -0.675 0.443 0.241 -0.696



# 9
ORCA calculation (ωB97M-V with the def2-TZVPD basis set) on a cluster of 3 separate species, C4H15NO2S in total in a non-equilibrium geometry.

Geometry as ORCA input:
```
! wB97M-V def2-TZVPD RIJCOSX def2/J DEFGRID3
* xyz 0 1
C -0.988 1.337 -1.020
N -0.343 1.481 0.292
C 0.111 0.201 0.867
C -1.007 -0.404 1.713
C 1.329 0.556 1.680
S 2.162 -0.959 2.423
H -2.069 1.230 -1.002
H -0.624 2.092 -1.724
H -0.477 0.521 -1.512
H -0.969 1.959 0.915
H 0.321 -0.564 0.136
H -0.719 -1.422 2.021
H -1.172 0.103 2.662
H -1.954 -0.599 1.203
H 2.125 0.879 1.052
H 1.171 1.221 2.524
H 2.473 -1.471 1.232
O -2.092 -1.317 -2.140
H -1.831 -2.223 -2.340
H -2.358 -1.268 -1.220
O 2.255 -0.257 -2.967
H 1.837 -1.045 -2.589
H 2.817 -0.053 -2.206
*
```

Results
**Energy**: -764.776221 a.u.
**Strongest force on any atom**: 2.62 eV Å⁻¹
**ΔE to the lowest compared entry with this formula, charge and spin**: 28.9 kcal per mole
**SMILES string**: CN[C@H](C)CS.O.O
**LUMO**: 0.0100 Eh
**HOMO-LUMO gap**: 9.031 eV

And the Mulliken charges, in e, turn out to be: -0.949 -0.389 0.737 -1.621 -1.015 -0.208 0.277 0.336 0.401 0.271 0.197 0.410 0.389 0.338 0.385 0.375 0.088 -0.623 0.301 0.312 -0.628 0.302 0.315



# 10
ORCA calculation (ωB97M-V with the def2-TZVPD basis set) on a cluster of 3 separate species, C4H15NO2S in total in a non-equilibrium geometry.

Geometry as ORCA input:
```
! wB97M-V def2-TZVPD RIJCOSX def2/J DEFGRID3
* xyz 0 1
N -0.955 -1.696 0.266
C -1.083 -0.224 0.167
C -0.436 0.548 1.381
C 0.561 1.651 0.970
C 0.082 3.067 1.189
S 0.673 3.644 2.809
H -1.845 -2.123 0.443
H -0.230 -2.005 0.888
H -0.558 0.058 -0.729
H -2.141 0.005 0.215
H -1.256 0.949 1.980
H 0.121 -0.170 1.989
H 0.830 1.490 -0.075
H 1.526 1.487 1.461
H -0.994 3.178 1.092
H 0.508 3.724 0.449
H 0.284 4.923 2.719
O 2.206 -3.030 -2.142
H 2.650 -2.180 -2.181
H 2.718 -3.644 -2.689
O -1.194 -3.414 -3.598
H -0.468 -3.767 -3.067
H -1.001 -2.470 -3.537
*
```

Results
**Energy**: -764.787776 a.u.
**Strongest force on any atom**: 2.14 eV Å⁻¹
**ΔE to the lowest compared entry with this formula, charge and spin**: 21.7 kcal per mole
**SMILES string**: NCCCCS.O.O
**LUMO**: 0.0201 Eh
**HOMO-LUMO gap**: 9.555 eV

And the Mulliken charges, in e, turn out to be: -0.492 -0.308 -0.613 -0.948 -0.641 -0.251 0.213 0.195 0.200 0.275 0.395 0.293 0.331 0.471 0.398 0.376 0.118 -0.622 0.310 0.314 -0.644 0.323 0.308